ORCA calculation (ωB97M-V with the def2-TZVPD basis set) on a 14-piece molecular cluster, C68H136N14O12 overall in a non-equilibrium geometry.

Strongest force on any atom, eV Å⁻¹: 4.16
Charge: -1
Orbital gap (alpha / beta), eV: 1.35 / 7.64
Lowest unoccupied orbital energy (alpha / beta), eV: 1.792 / 1.778
Spin multiplicity: 2

Atoms and positions in Å:
H (3.829842, -3.941984, -1.136891)
C (4.569062, -1.472274, -3.139131)
C (-3.455868, 4.845016, 2.713669)
H (-6.558198, -2.351574, 1.192209)
H (2.640382, -2.257284, 1.315409)
H (-0.737398, 2.555266, -0.025951)
H (-3.529328, -4.543194, -6.507061)
H (-3.913368, -2.422524, -6.594211)
C (-6.581768, 2.309416, -1.256431)
H (-2.607478, 0.202546, 6.625899)
C (-6.812838, -4.296904, 2.192379)
H (8.867772, 1.402126, -1.203341)
O (-1.554108, 0.746806, -0.671711)
N (-0.421728, 0.583596, -5.526591)
C (0.507022, 0.804926, -6.152181)
H (1.104732, 1.630166, -7.928131)
H (-4.500218, 1.229876, 0.093939)
H (-2.037308, -4.853654, -4.604461)
H (3.911092, 2.756926, -5.426191)
H (-2.956558, 8.324236, -0.333261)
C (0.841122, 6.972336, -0.031251)
C (4.304282, -1.149114, -1.836321)
C (-1.210288, -3.812534, -0.361801)
H (-7.139678, -5.299984, 1.918299)
C (5.836032, 1.478206, 1.332059)
C (5.233202, -0.613164, 2.579659)
H (-1.251918, 0.778666, 5.621229)
C (-2.517248, -3.049504, 1.530569)
H (-8.005418, -3.352354, 0.782599)
H (-0.989818, 0.448406, -2.712611)
O (-0.101268, -3.488984, -4.114541)
H (4.771762, 0.190646, -8.340421)
H (-0.960248, -3.553424, -1.390601)
O (-5.414168, -4.278274, 2.595679)
N (-1.325118, -4.658754, -6.585961)
C (-3.599268, -1.995904, 1.799699)
C (3.966852, 2.613356, -4.347131)
C (-2.690018, -2.452374, 7.581049)
H (-1.892108, -4.211934, 6.519149)
C (1.629722, 1.253066, -7.050471)
H (4.150862, -0.689664, 2.475819)
H (-3.769518, -4.375724, -8.899021)
H (2.251602, -5.967374, -2.071381)
N (0.640812, 4.529676, -5.909911)
H (-4.250498, -1.233044, -1.431181)
C (-2.618268, 7.506656, -0.952551)
H (-4.130198, -1.093934, -3.154941)
H (6.971592, -3.700754, 4.379849)
H (4.580672, 3.412916, -3.932371)
C (5.965552, -1.563454, -3.334341)
H (-3.701748, 5.898356, 2.848279)
H (6.100242, 1.973776, 2.266239)
H (1.953942, 0.199746, 1.979699)
H (-1.090478, -3.678044, -6.643091)
C (-2.225408, 5.397736, -1.836301)
H (-7.493458, -3.531204, -1.673051)
C (1.131242, 4.251656, -4.899581)
H (6.551002, -1.737794, -4.224991)
C (-2.816018, -4.099334, -8.448971)
H (1.089042, -3.120584, -2.507311)
C (-3.846178, -1.727314, -2.314541)
C (2.217452, 2.836986, 5.814539)
H (1.897882, 3.577036, 5.095799)
H (1.022752, -2.899334, 1.353319)
C (-4.591618, 2.315566, 0.062119)
C (-2.690658, -4.901444, -7.104041)
H (-2.212868, -4.503384, -9.262011)
H (2.233312, -0.635444, -7.834221)
C (-1.680108, 6.324816, -2.702351)
H (0.280632, -5.416214, -3.662701)
H (0.986472, -3.189074, 4.887649)
H (-4.121678, -5.189234, 3.757049)
H (-1.113368, 6.160436, -3.606881)
N (1.162412, -0.284564, 0.159779)
H (-6.058318, 2.828986, -2.059011)
H (-6.611198, -2.066324, -1.163761)
H (-3.096958, 2.617546, 1.580549)
C (-1.555328, 1.120346, -2.067011)
H (2.167392, 3.892726, 7.772419)
N (1.467152, 4.406446, 0.209899)
C (1.322762, -0.577984, 1.549759)
C (3.602992, -5.045184, 0.823229)
C (-6.932758, -3.352154, 0.976249)
C (-2.274488, 0.981226, 5.939689)
H (2.739472, 6.850396, 2.133659)
C (-6.517748, -3.124764, -1.406801)
H (1.977962, 2.125036, -6.496841)
C (3.865332, 0.795276, -8.310321)
C (1.781772, 3.913816, -3.546051)
H (4.346342, 1.597456, -4.237401)
H (-2.462138, -0.632944, 8.753619)
C (-1.858788, 7.526156, -2.092151)
H (4.785022, 1.726006, 1.183459)
O (-2.722068, -2.676724, -8.350901)
H (-4.773418, 4.947566, 1.185699)
H (2.899232, 8.545416, 2.305889)
H (-4.062078, 4.407816, 3.507059)
H (7.591662, -1.328414, -1.736961)
H (3.562612, 0.850966, -9.355961)
H (-6.081618, -2.914284, -3.409731)
H (-3.745418, -0.857704, 4.645219)
C (-4.120848, 2.958776, 1.427849)
O (-1.634758, 5.442906, 3.998309)
H (8.776262, 3.117616, -0.965511)
H (1.596502, 9.068096, 0.265659)
C (2.738452, 0.205496, -7.359081)
H (0.401502, -1.740404, 4.227599)
H (4.159772, 1.814426, -8.059831)
H (3.228492, -0.010054, 7.100419)
O (-2.001858, -2.806414, 0.245049)
N (5.537602, -1.129974, -1.194531)
C (6.559292, -1.345184, -2.053721)
N (-0.456158, -2.953164, 7.570019)
H (-2.993888, -4.028354, 1.583029)
H (3.123082, -0.078464, -6.379531)
C (2.852042, 0.943156, 6.759739)
H (6.918632, -0.035944, 1.653269)
O (1.901832, -2.405994, 3.102059)
H (7.740282, -3.941644, 2.858039)
H (-1.911588, -0.977184, 3.510749)
N (-3.144528, -0.621004, 1.804519)
H (1.940562, 1.857026, -3.783091)
H (0.751992, 7.055876, -1.114391)
C (1.878062, 8.026936, 0.423169)
H (6.289012, 2.954956, -0.142411)
H (-3.336548, 5.645046, -0.015841)
H (0.976852, 1.248176, -1.184081)
H (6.465412, 1.310936, -0.734821)
H (4.136492, -4.470814, 1.566109)
C (-0.383498, 5.285646, 4.568939)
H (-4.258978, -2.214214, 2.639479)
N (-6.160528, -3.843154, -0.171511)
C (7.589292, -3.195034, 3.637699)
H (-2.549958, 0.887126, -2.447021)
C (-0.620148, 1.487656, 0.159929)
C (-5.199108, -5.024614, 3.745379)
H (9.986942, 2.079366, -0.099721)
H (-1.609448, -4.825274, -0.305861)
C (0.112462, -4.777764, -4.529991)
C (1.176552, 5.535886, 0.108749)
H (-3.736258, -1.015624, -7.534671)
H (2.595642, 1.131496, 4.573619)
C (-1.211768, -5.192524, -5.230361)
H (1.986592, -3.018904, -3.959601)
H (-2.431558, 4.342856, -1.941851)
H (2.810012, 8.031596, -0.142121)
H (-0.434188, -3.974334, 0.386259)
H (-1.768078, -2.975174, 2.318799)
H (0.379892, -0.811544, -0.200861)
H (-4.309088, -2.108774, 0.980239)
H (2.294052, 4.750506, -3.071061)
H (5.672442, -0.951124, -0.209681)
C (2.415402, 3.035346, 7.164319)
H (-3.992808, 2.784036, -0.718951)
H (3.382252, -0.990564, -1.296771)
H (-1.517188, 8.460776, -2.511921)
H (-4.550388, 0.362116, 3.610709)
C (-3.784368, -2.100594, -7.627561)
H (-5.476688, -4.389104, 4.586319)
H (-7.456918, -3.925984, 2.989669)
C (0.827732, -2.697744, 3.927699)
H (-1.742188, 3.626086, 3.167349)
C (-0.584108, -1.734354, 8.260169)
H (-2.663748, -0.366244, 0.953609)
N (2.729532, 1.840766, 7.712909)
H (-5.670208, -6.004474, 3.667619)
H (-5.202408, -3.956834, 0.127139)
O (-3.327488, 1.219596, 4.978899)
H (-1.142548, -6.276434, -5.322341)
C (3.392462, -4.741554, -0.557421)
C (-1.706738, -3.348784, 7.141249)
N (2.863252, -6.136304, 1.100029)
H (0.329402, 5.440766, 3.759119)
O (7.058182, -2.004184, 3.237799)
H (-4.734528, -2.178784, -8.155941)
C (2.616982, 2.652426, -3.470201)
H (-6.351178, 1.271546, -1.496751)
N (-3.950788, 4.406766, 1.411339)
H (1.038412, 3.669706, -2.787151)
H (-2.839368, -5.970894, -7.253301)
H (1.468462, 1.875336, 0.358039)
H (2.828802, 2.368036, -2.439501)
H (-5.545628, -4.455834, -2.882001)
O (-4.196598, -3.056454, -2.442261)
H (-0.952828, 1.347916, 1.188469)
N (5.933772, 0.040386, 1.442769)
C (5.732882, -2.018244, 2.712049)
H (0.814292, -1.758984, -3.623441)
C (2.213172, 7.783986, 1.934879)
H (0.417422, -3.412004, 7.354539)
H (2.904022, 1.685026, 8.695459)
H (-4.723258, 2.558966, 2.243539)
O (8.013722, 2.028906, 0.578969)
C (2.535092, 1.542876, 5.570369)
H (0.903732, -4.948524, -5.259951)
H (-1.475728, 2.192976, -2.243791)
H (5.132732, 0.026076, 3.456799)
H (5.037782, -2.469124, 3.420329)
H (3.789872, -1.474904, -3.886971)
C (2.545892, -5.825654, -1.041961)
H (-0.249668, 4.252546, 4.889719)
C (1.647802, -2.091694, 1.734279)
H (1.469242, -7.461224, 0.050969)
H (1.387202, 7.854366, 2.642639)
H (-3.711478, -2.342024, 7.248109)
H (0.249782, -1.262674, 8.758699)
H (-1.351588, 5.029646, 2.062159)
N (-2.835078, 6.096826, -0.767181)
C (-1.958118, -1.491554, 8.335099)
H (-0.348828, 5.928886, 5.448219)
C (-5.560698, -3.406254, -2.588321)
H (5.601022, -2.542044, 1.765289)
H (-7.655018, 2.498396, -1.233601)
H (0.392512, -0.427754, 2.097639)
C (-1.928948, 4.669586, 2.913699)
C (-3.617268, 0.074566, 4.095169)
O (-5.950458, 2.512356, -0.015171)
C (-2.562928, -0.222864, 3.069329)
C (6.623292, 1.954126, 0.130899)
H (-2.772868, -1.544674, -2.262031)
C (2.146782, -6.625474, -0.043161)
H (-2.275428, 1.901366, 6.524029)
H (2.722892, -6.485684, 2.037229)
H (8.562162, -3.038414, 4.103629)
C (0.992262, -2.832104, -3.553981)
H (-0.072148, 7.173946, 0.528569)
H (-1.909428, 0.642056, 2.955469)
C (8.957202, 2.178176, -0.443181)
C (0.856742, 1.104266, -0.110321)
H (0.067372, -3.258364, 3.383969)

Cartesian forces, eV/Å:
H 0.010 -0.076 0.070
C -0.477 0.621 -0.776
C -0.037 0.749 -0.311
H -0.442 0.337 0.595
H -0.027 -0.043 -0.539
H -0.020 0.270 -0.223
H 0.123 0.005 0.724
H 0.206 -0.520 -0.025
C 1.596 -1.142 -0.122
H 0.246 -0.226 -0.169
C 1.503 1.293 -0.666
H -0.270 -0.314 -0.167
O 0.652 0.678 -0.241
N -0.638 -0.319 0.707
C 1.392 0.167 -1.374
H 0.262 -0.013 -0.234
H 1.062 -0.155 -0.022
H -0.183 -0.291 0.268
H -0.670 0.321 0.030
H -0.051 -0.454 0.179
C 0.697 0.270 -0.646
C 1.507 -0.426 0.702
C 0.013 -0.477 2.070
H 0.169 -0.198 -0.050
C -1.561 0.020 -0.372
C -0.568 0.940 -0.921
H -0.125 -0.089 -0.687
C -0.620 0.185 0.435
H -0.054 0.335 -0.510
H 0.987 0.475 0.211
O 0.236 1.393 -0.656
H -0.086 -0.147 0.388
H 0.236 0.165 0.366
O -1.883 0.042 -1.447
N -0.969 -0.734 0.225
C -0.335 -0.055 -1.197
C -1.599 -0.116 1.332
C 2.450 -0.320 -0.137
H 0.483 -0.065 0.023
C -0.817 -0.183 0.761
H -0.261 -0.242 -1.295
H -0.859 0.273 0.336
H -0.068 0.169 -0.041
N 0.488 -0.321 0.896
H -0.225 -0.148 0.368
C 0.453 -3.377 -0.506
H -0.537 -0.139 -0.519
H -0.286 0.012 0.284
H 0.548 -0.394 -0.078
C 1.311 0.260 1.825
H 0.370 0.330 -0.323
H 0.441 0.301 -0.010
H 0.917 -0.748 0.197
H -0.187 0.212 0.238
C -1.534 0.870 1.161
H -0.160 0.294 -0.328
C 0.653 -0.118 1.206
H -0.309 -0.065 -0.077
C -1.179 -1.176 -0.038
H 0.004 0.116 0.372
C 0.019 1.729 0.099
C -0.148 2.450 0.838
H 0.135 -0.011 0.098
H -0.704 0.766 -0.553
C 0.687 0.199 1.969
C 1.327 1.727 -1.601
H 1.129 0.592 0.460
H 0.317 -0.196 0.102
C 0.512 -2.245 0.331
H 0.125 -0.345 0.139
H 1.073 -0.384 -0.351
H 0.081 -0.083 0.409
H -0.193 -0.204 0.022
N 0.459 0.408 -0.612
H -0.253 0.706 -0.092
H -0.003 0.439 -0.446
H -0.025 -0.515 0.114
C -1.351 -0.884 0.466
H 0.170 -0.048 0.025
N -0.695 2.455 -0.337
C -1.742 -1.187 0.446
C -0.760 1.024 -2.897
C 0.559 -1.211 0.184
C -1.462 0.494 0.604
H -0.221 -0.228 -0.335
C 1.584 -1.270 1.034
H 0.507 0.100 -0.323
C -0.695 -0.346 0.371
C -0.648 0.068 0.146
H 0.598 0.231 0.364
H 0.392 0.127 0.291
C -0.307 4.153 0.005
H -0.217 0.138 -0.219
O 0.400 -0.516 0.402
H -0.546 -0.492 0.116
H 0.160 0.202 -0.192
H 0.464 -0.610 0.370
H -0.125 -0.059 -0.012
H -0.468 -0.094 0.034
H 0.450 0.529 -0.569
H -0.406 0.182 0.651
C 0.514 -0.987 -1.757
O -1.089 1.582 1.588
H 0.370 0.341 -0.046
H -0.994 -0.216 0.094
C -0.076 1.339 -0.496
H -0.634 0.233 0.150
H -0.065 -0.022 0.379
H -0.205 -0.328 -0.781
O -0.633 0.572 -0.986
N -0.828 0.042 -0.120
C -1.346 -0.409 -2.042
N -1.562 1.334 0.289
H 0.038 -0.311 0.017
H 0.323 -0.292 -0.219
C 0.637 -2.189 -0.436
H 0.424 -0.845 0.071
O 1.554 -0.432 0.286
H -0.043 0.074 -0.577
H 0.324 -0.385 -0.160
N -0.490 -0.089 0.391
H 0.099 -0.307 -0.291
H -0.862 0.323 0.010
C 0.861 -0.884 1.774
H 0.063 0.259 -0.086
H 0.128 -0.380 0.193
H 0.158 0.153 -0.248
H 0.308 -0.264 0.036
H -0.085 -0.293 0.107
C -0.044 -0.882 -0.390
H 0.637 -0.051 0.416
N -1.247 -0.619 0.397
C 0.369 -1.627 0.737
H -0.463 0.048 0.314
C -0.046 -0.092 -0.692
C 1.026 0.141 -0.102
H -0.215 0.381 0.529
H -1.106 -0.056 -0.515
C -1.756 -1.304 -0.651
C 1.054 -1.666 0.826
H 1.063 0.086 -0.277
H -0.088 -0.427 0.180
C 1.500 0.146 0.077
H -0.111 -0.379 -0.722
H 0.274 0.017 0.119
H 0.095 -0.758 -0.109
H 1.320 0.217 -0.801
H 0.457 -0.180 -0.067
H -0.137 -0.317 -0.186
H -0.022 0.093 -0.393
H 0.104 0.405 -0.704
H -0.069 0.402 0.496
C -1.265 1.333 0.235
H -0.137 -0.040 -0.503
H 0.011 0.006 0.017
H 0.080 0.123 -0.084
H 0.011 -0.117 -0.053
C -0.872 0.741 0.066
H -0.245 -0.598 0.556
H 0.036 0.070 0.307
C -1.587 1.159 -0.159
H 0.384 -0.363 -0.390
C -1.574 -1.609 0.005
H 0.394 -0.053 0.143
N 0.177 1.684 1.632
H -0.322 -0.019 0.453
H 0.255 0.414 -0.668
O 0.846 -1.509 -0.934
H -0.538 -0.189 0.129
C -0.030 -1.996 1.751
C -0.644 0.425 0.030
N -1.348 -1.273 -0.098
H 0.816 0.516 0.386
O -0.524 1.386 -1.048
H -0.254 -0.746 -0.145
C 1.011 -0.844 -2.427
H -0.671 -0.561 -0.356
N 0.005 0.143 0.019
H -0.859 0.461 -0.384
H 0.044 -0.002 -0.257
H 0.378 -0.497 0.343
H 0.270 0.528 0.070
H -0.053 -0.123 0.483
O -0.097 -0.937 -0.044
H 0.164 -0.381 0.016
N 0.289 -0.413 0.776
C -0.264 0.313 1.602
H -0.091 0.013 0.090
C 0.615 0.784 -0.185
H 0.124 -0.137 -0.052
H -0.013 -0.036 -0.256
H -0.258 0.182 0.125
O -0.706 -0.641 -0.022
C 0.612 -2.491 -1.615
H 0.477 0.455 -0.008
H 0.762 0.018 0.102
H 1.357 -0.146 0.739
H 0.102 -0.535 0.279
H 0.138 -0.263 -0.181
C 0.352 1.754 -1.431
H 0.065 -0.235 0.252
C 2.078 0.651 1.492
H 0.229 0.084 -0.117
H -0.461 -0.175 -0.414
H -0.010 -0.435 0.250
H -0.041 -0.063 -0.220
H -0.015 -0.363 -0.558
N 0.939 1.497 -1.558
C 0.403 0.638 -0.354
H 0.456 0.172 -0.346
C -0.596 0.435 0.323
H 0.496 -0.108 -0.255
H 0.284 0.113 0.250
H -0.543 0.155 0.252
C -1.513 -0.562 -0.119
C -0.264 1.283 1.060
O -2.340 2.070 0.194
C 0.912 0.400 -0.425
C 0.993 0.778 1.079
H 0.146 -0.896 0.181
C 1.609 0.648 2.784
H 0.286 0.080 0.024
H 0.022 0.049 -0.110
H 0.004 0.306 -0.057
C 0.402 0.508 0.994
H -0.285 -0.168 -0.510
H -0.153 0.277 -0.196
C -0.387 -0.177 -0.857
C -1.520 0.321 -0.547
H -0.190 -0.268 0.012